--- 1 ---
32
Properties=species:S:1:pos:R:3 method="wB97M-V/def2-TZVPD" e_homo_ev=-9.66 total_charge=0 lumo_ev=0.42 smiles="N[C@@H](CC(=O)O)C(=O)N[C@@H](CCC(=O)O)C(=O)O" orbital_gap_ev=10.1
N 3.725 1.069 -0.315
C 2.551 0.302 -0.467
C 2.402 -0.635 0.617
C 1.492 -1.857 0.515
O 0.733 -2.282 1.346
O 1.365 -2.268 -0.801
C 1.274 1.114 -0.489
O 1.332 2.394 -0.309
N 0.182 0.400 -0.692
C -0.992 1.229 -0.708
C -2.360 0.698 -1.162
C -2.979 -0.440 -0.312
C -1.982 -1.518 -0.221
O -1.472 -2.068 -1.159
O -1.708 -1.800 1.097
C -1.185 1.921 0.572
O -1.799 3.027 0.693
O -0.672 1.140 1.598
H 3.852 1.768 -1.083
H 3.657 1.500 0.622
H 2.583 -0.219 -1.524
H 2.329 -0.190 1.580
H 3.468 -1.168 0.792
H 0.759 -3.090 -1.001
H 0.244 -0.639 -0.981
H -0.756 1.963 -1.472
H -2.292 0.108 -2.074
H -3.229 1.546 -1.138
H -3.459 -0.322 0.750
H -3.867 -0.840 -0.867
H -0.946 -2.432 1.286
H -1.245 1.701 2.361



--- 2 ---
32
Properties=species:S:1:pos:R:3 method="wB97M-V/def2-TZVPD" e_homo_ev=-9.53 total_charge=0 lumo_ev=0.38 smiles="N[C@@H](CCC(=O)O)C(=O)N[C@@H](CC(=O)O)C(=O)O" orbital_gap_ev=9.9
N 2.527 1.589 -1.099
C 1.177 1.065 -1.092
C 0.872 0.584 -2.510
C -0.560 0.189 -2.652
C -1.577 1.251 -2.392
O -2.031 1.491 -1.277
O -1.894 1.909 -3.488
C 1.069 -0.049 -0.040
O 2.005 -0.783 0.211
N -0.181 -0.173 0.473
C -0.485 -1.155 1.500
C -0.298 -0.614 2.941
C 1.192 -0.594 3.333
O 1.925 0.369 3.315
O 1.585 -1.891 3.525
C -1.941 -1.581 1.369
O -2.371 -2.364 2.176
O -2.646 -1.059 0.340
H 3.183 0.804 -1.284
H 2.758 1.770 -0.155
H 0.515 1.884 -0.735
H 1.098 1.395 -3.237
H 1.492 -0.296 -2.760
H -0.838 -0.704 -2.008
H -0.770 -0.117 -3.712
H -2.593 2.509 -3.183
H -0.844 0.603 0.314
H 0.186 -2.014 1.331
H -0.834 -1.217 3.668
H -0.705 0.415 2.957
H 2.556 -1.817 3.735
H -3.572 -1.401 0.438



Most favorable structure: 2. The second most favorable one is 258.1 kJ/mol above it.



--- 1 ---
14
Properties=species:S:1:pos:R:3 method="wB97M-V/def2-TZVPD" e_homo_ev=-8.28 total_charge=0 lumo_ev=-0.08 smiles="OCC1=[PH]=CC=C1" orbital_gap_ev=8.2
O -1.212 0.695 -2.272
C -1.234 -0.404 -1.364
C -0.084 -0.296 -0.408
P 0.856 1.239 -0.224
C 1.392 0.721 1.393
C 1.063 -0.546 1.678
C 0.240 -1.224 0.756
H -0.394 0.756 -2.626
H -2.262 -0.169 -0.767
H -1.195 -1.235 -2.031
H -0.293 2.204 0.091
H 1.917 1.423 2.172
H 1.311 -0.968 2.659
H -0.104 -2.195 0.942



--- 2 ---
14
Properties=species:S:1:pos:R:3 method="wB97M-V/def2-TZVPD" e_homo_ev="-7.84 / -7.83" total_charge=0 lumo_ev="-0.82 / -0.82" orbital_gap_ev="7.0 / 7.0"
C 3.087 -1.102 0.121
C 2.137 -0.421 -0.440
C -1.333 0.106 0.022
C 0.074 0.626 0.311
C 0.962 0.007 -0.766
O 4.378 -0.707 0.387
P 5.068 0.698 -0.099
H 2.728 -2.122 0.446
H -1.316 -1.052 0.229
H -1.619 0.320 -1.071
H -1.945 0.550 0.823
H 0.334 0.359 1.316
H -0.011 1.691 0.365
H 0.473 -0.020 -1.729



Most favorable structure: 1. The second most favorable one is 152.4 kJ/mol above it.



--- 1 ---
14
Properties=species:S:1:pos:R:3 method="wB97M-V/def2-TZVPD" e_homo_ev="-7.59 / -7.56" total_charge=0 lumo_ev="-0.64 / -0.64" orbital_gap_ev="6.9 / 6.9"
C -1.782 1.310 0.319
C -0.754 1.019 -0.447
C 1.329 -0.532 0.984
C 1.251 -0.565 -0.566
C 0.115 0.306 -1.063
O -2.761 0.406 0.539
P -2.638 -1.017 -0.125
H -2.112 2.303 0.508
H 0.636 0.289 1.253
H 2.392 -0.311 1.241
H 1.139 -1.443 1.401
H 1.018 -1.616 -0.844
H 2.229 -0.375 -1.051
H -0.063 0.225 -2.149



--- 2 ---
14
Properties=species:S:1:pos:R:3 method="wB97M-V/def2-TZVPD" e_homo_ev=-8.09 total_charge=0 lumo_ev=-1.04 orbital_gap_ev=7.0
C -0.320 -0.395 -0.102
C 0.704 0.403 0.202
C -1.300 0.753 -0.250
C -0.090 1.661 0.136
C -0.540 -1.902 0.004
O 4.327 0.417 -0.207
P 3.050 -0.190 0.093
H -1.682 0.897 -1.277
H -2.128 0.694 0.616
H 0.153 2.368 -0.676
H -0.232 2.028 1.175
H -0.825 -2.449 -0.931
H -1.518 -2.073 0.642
H 0.400 -2.210 0.574



Most favorable structure: 2. The second most favorable one is 30.7 kJ/mol above it.



--- 1 ---
9
Properties=species:S:1:pos:R:3 method="wB97M-V/def2-TZVPD" e_homo_ev="-5.57 / -10.35" total_charge=0 lumo_ev="0.49 / -1.33" s_squared=2.019 orbital_gap_ev="6.1 / 9.0" spin_multiplicity=3
C 1.417 0.770 -0.070
C -1.651 -0.522 0.612
N 1.025 -0.072 -0.876
N 0.700 -0.842 -1.620
O -0.528 -0.825 1.017
H 0.837 1.328 0.646
H 2.495 1.097 -0.357
H -2.504 -0.273 1.155
H -1.790 -0.661 -0.506



--- 2 ---
9
Properties=species:S:1:pos:R:3 method="wB97M-V/def2-TZVPD" e_homo_ev="-6.02 / -11.50" total_charge=0 lumo_ev="0.58 / -3.18" s_squared=2.011 orbital_gap_ev="6.6 / 8.3" spin_multiplicity=3
C -1.360 -0.121 -0.216
C -0.112 -0.454 0.414
N -2.268 0.232 -0.833
N 0.828 0.955 -0.387
O 0.529 -1.643 0.232
H -0.094 -0.059 1.466
H 1.540 1.256 0.280
H -0.026 1.529 -0.305
H 0.963 -1.694 -0.651



--- 3 ---
9
Properties=species:S:1:pos:R:3 method="wB97M-V/def2-TZVPD" e_homo_ev="-6.35 / -11.08" total_charge=0 lumo_ev="1.04 / -1.71" s_squared=2.006 orbital_gap_ev="7.4 / 9.4" spin_multiplicity=3
C -2.763 0.350 -0.083
C 1.997 -0.286 0.046
N -3.172 -0.704 0.096
N 0.731 -0.103 0.057
O 0.129 0.946 0.109
H -2.404 1.351 -0.272
H 2.568 -1.135 0.078
H 2.705 0.509 -0.023
H 0.208 -0.927 -0.007



Most favorable structure: 1. The second most favorable one is 28.0 kJ/mol above it.



--- 1 ---
9
Properties=species:S:1:pos:R:3 method="wB97M-V/def2-TZVPD" e_homo_ev=-18.04 total_charge=+1 lumo_ev=-8.20 orbital_gap_ev=9.8
C -0.249 0.246 0.607
C -0.439 0.169 -0.909
N 0.833 -0.594 0.295
O 1.604 -1.198 1.283
O 0.735 -0.617 -0.994
H 0.125 1.076 1.037
H -0.969 -0.088 1.370
H -1.425 -0.163 -1.240
H -0.215 1.169 -1.450



--- 2 ---
9
Properties=species:S:1:pos:R:3 method="wB97M-V/def2-TZVPD" e_homo_ev="-15.97 / -15.64" total_charge=+1 lumo_ev="-6.84 / -8.95" orbital_gap_ev="9.1 / 6.7"
C 1.970 -0.240 0.142
C 0.642 0.447 -0.071
N -2.317 0.094 -0.112
O 2.689 -0.665 -0.633
O -0.267 -0.242 -0.393
H 2.220 -0.126 1.245
H 0.415 1.570 0.044
H -2.693 -0.425 -0.924
H -2.659 -0.412 0.702



Most favorable structure: 2. The second most favorable one is 80.4 kJ/mol above it.



--- 1 ---
46
Properties=species:S:1:pos:R:3 method="wB97M-V/def2-TZVPD" e_homo_ev=-7.68 total_charge=0 lumo_ev=0.44 orbital_gap_ev=8.1
Pd -1.469 1.865 -0.690
N 0.229 1.047 -2.356
C -0.412 1.436 -3.632
C -1.917 1.596 -3.429
O -2.725 0.954 -4.071
N -2.228 2.585 -2.512
C -3.275 2.400 -1.699
C -2.478 -1.618 -2.850
O -3.618 -1.681 -2.695
O -1.324 -1.606 -3.016
H 0.144 0.043 -2.250
H 1.213 1.279 -2.369
H -0.017 2.412 -3.920
H -0.229 0.721 -4.433
H -3.726 3.278 -1.249
H -3.891 1.505 -1.786
O -1.972 -0.934 -0.145
S -1.038 -1.683 0.745
C 0.601 -1.487 -0.007
C 1.687 -2.210 0.738
C 1.560 -3.561 1.056
C 2.565 -4.218 1.750
C 3.714 -3.537 2.127
C 3.854 -2.195 1.803
C 2.845 -1.537 1.116
C -0.780 -0.680 2.258
C -0.492 0.760 1.992
C 0.791 1.264 2.104
C 1.054 2.608 1.812
C 0.037 3.453 1.423
C -1.281 2.973 1.333
C -1.542 1.623 1.619
H 0.796 -0.415 -0.088
H 0.450 -1.894 -1.010
H 0.671 -4.103 0.757
H 2.452 -5.266 1.992
H 4.498 -4.051 2.666
H 4.751 -1.659 2.084
H 2.960 -0.491 0.858
H 0.017 -1.181 2.811
H -1.716 -0.816 2.802
H 1.593 0.613 2.428
H 2.064 2.988 1.906
H 0.243 4.494 1.212
H -2.096 3.664 1.166
H -2.562 1.259 1.646



--- 2 ---
46
Properties=species:S:1:pos:R:3 method="wB97M-V/def2-TZVPD" e_homo_ev=-7.60 total_charge=0 lumo_ev=0.44 orbital_gap_ev=8.0
Pd -1.218 1.870 -0.962
N -0.298 0.341 -2.456
C -0.658 0.841 -3.794
C -1.767 1.887 -3.661
O -2.817 1.821 -4.258
N -1.392 2.930 -2.804
C -2.316 3.428 -1.996
C -3.622 -0.502 -2.267
O -4.137 0.147 -1.457
O -3.113 -1.156 -3.076
H -0.799 -0.514 -2.221
H 0.688 0.124 -2.414
H 0.207 1.342 -4.227
H -1.000 0.056 -4.468
H -2.125 4.395 -1.544
H -3.347 3.078 -2.046
O -1.541 -1.659 -0.639
S -0.611 -2.185 0.404
C 1.050 -1.649 -0.102
C 2.120 -2.143 0.830
C 2.231 -3.500 1.127
C 3.214 -3.952 1.994
C 4.103 -3.055 2.570
C 4.007 -1.704 2.269
C 3.019 -1.251 1.407
C -0.775 -1.144 1.895
C -0.650 0.333 1.693
C 0.427 1.013 2.196
C 0.497 2.419 2.107
C -0.545 3.129 1.583
C -1.691 2.461 1.067
C -1.707 1.052 1.057
H 1.035 -0.560 -0.180
H 1.151 -2.082 -1.100
H 1.546 -4.207 0.675
H 3.289 -5.009 2.217
H 4.870 -3.409 3.245
H 4.703 -1.000 2.705
H 2.947 -0.197 1.170
H -0.022 -1.531 2.584
H -1.759 -1.415 2.283
H 1.214 0.471 2.705
H 1.359 2.936 2.510
H -0.525 4.212 1.589
H -2.616 3.012 0.960
H -2.625 0.522 0.832



Most favorable structure: 2. The second most favorable one is 18.3 kJ/mol above it.